No. 1
The following is a DFT calculation (wB97M-V/def2-TZVPD) of a cluster of 2 separate species, C25H41BN2O9P in total at a distorted geometry.

CARTESIAN COORDINATES (ANGSTROEM)
C (1.740, -3.206, 2.776)
C (1.970, -1.728, 3.408)
C (1.478, -1.285, 4.810)
C (1.728, 0.161, 5.396)
C (2.474, 1.205, 4.481)
C (2.938, 0.736, 3.046)
C (3.669, 1.780, 2.036)
C (2.443, 2.641, 1.375)
O (1.297, 1.755, 1.182)
B (0.491, 2.168, 0.003)
C (0.505, 1.228, -1.351)
C (1.261, -0.186, -1.193)
C (0.766, -1.327, -2.220)
C (0.291, -2.701, -1.459)
N (-0.874, -2.502, -0.555)
C (-1.821, -1.407, -0.514)
C (-2.917, -1.499, 0.577)
C (-2.545, -2.877, 1.253)
C (-1.285, -3.444, 0.503)
C (-1.021, 2.333, 0.637)
O (-1.395, 3.728, 0.930)
C (-2.827, 3.791, 1.154)
O (-3.253, 2.952, 2.273)
C (-4.362, 2.100, 1.896)
C (-4.662, 1.032, 3.065)
O (-3.551, 1.016, 3.998)
O (1.209, 3.410, -0.441)
C (2.597, 3.142, -0.157)
P (3.869, 4.526, -0.348)
O (3.888, 4.914, -1.855)
O (3.569, 5.865, 0.662)
O (5.424, 3.808, -0.050)
C (2.713, -0.700, 2.491)
H (1.730, -3.078, 1.629)
H (2.632, -3.848, 3.084)
H (0.728, -3.578, 3.154)
H (0.901, -2.022, 5.481)
H (1.354, 0.456, 6.434)
H (2.651, 2.273, 4.867)
H (4.410, 2.470, 2.601)
H (4.245, 1.218, 1.216)
H (2.257, 3.523, 2.096)
H (-0.572, 1.138, -1.762)
H (1.088, 1.822, -2.162)
H (2.381, 0.005, -1.432)
H (1.199, -0.561, -0.112)
H (-0.036, -0.972, -2.968)
H (1.673, -1.643, -2.867)
H (0.049, -3.477, -2.264)
H (1.223, -3.076, -0.880)
H (-1.883, -0.485, -1.177)
H (-3.765, -0.767, 0.806)
H (-3.118, -3.382, 2.115)
H (-0.733, -4.439, 0.692)
H (-1.130, 1.698, 1.603)
H (-1.861, 1.935, -0.071)
H (-3.422, 3.487, 0.221)
H (-3.168, 4.866, 1.427)
H (-4.170, 1.562, 0.889)
H (-5.298, 2.776, 1.762)
H (-5.603, 1.350, 3.649)
H (-4.859, -0.041, 2.678)
H (-2.828, 0.484, 3.597)
H (2.989, 2.340, -0.880)
H (3.283, 5.590, 1.563)
H (5.290, 2.861, -0.298)
H (3.094, -0.948, 1.444)
C (-0.664, -3.238, -4.842)
O (0.395, -3.768, -4.550)
N (-1.320, -3.388, -6.029)
C (-2.577, -2.723, -6.302)
C (-0.740, -4.239, -7.049)
H (-1.186, -2.571, -4.137)
H (-3.341, -3.477, -6.509)
H (-2.456, -2.076, -7.175)
H (-2.893, -2.118, -5.450)
H (-0.631, -5.251, -6.651)
H (0.250, -3.858, -7.313)
H (-1.374, -4.260, -7.936)

Force components x, y, z for each atom (eV/Å):
C 0.16 1.82 0.57
C 0.68 2.90 0.09
C 1.42 2.17 -1.27
C 1.47 -0.83 -4.44
C -0.91 -4.09 -0.96
C -0.40 -1.46 1.06
C -1.22 -0.15 0.57
C 0.16 -1.81 -1.01
O 2.37 0.78 1.01
B -0.09 0.42 0.17
C 0.51 -0.97 -1.12
C -0.14 0.18 -0.63
C 0.50 -0.90 0.27
C 1.04 0.71 -1.30
N -3.50 0.32 3.07
C -2.43 0.10 2.20
C 4.78 -4.05 -1.61
C 2.29 1.09 -3.12
C -2.81 2.42 0.83
C -1.72 -0.40 -0.14
O -2.61 -0.69 0.53
C 0.22 0.71 0.13
O -0.67 -0.46 -1.57
C -0.70 0.08 -0.22
C 0.14 0.22 0.23
O -0.67 -0.90 -0.83
O 2.19 1.25 0.11
C -1.13 0.02 1.92
P 0.03 1.08 -4.78
O 0.03 -0.35 4.40
O 0.80 -2.67 -0.61
O -2.78 0.28 0.47
C -1.34 1.49 4.55
H -0.10 -0.34 1.86
H -1.45 0.60 -0.40
H 1.55 0.17 -0.64
H 1.05 1.18 -1.29
H 0.59 -0.56 -1.73
H -0.25 -1.89 -0.86
H -1.27 -1.14 -0.92
H -0.91 0.62 1.27
H -0.17 -1.08 -1.11
H 1.62 -0.25 0.52
H -1.02 -0.94 1.15
H -1.74 -0.35 0.60
H -0.01 0.49 -1.47
H 1.08 -0.37 1.36
H -1.59 0.31 0.96
H 0.28 1.01 1.27
H -1.77 0.58 -0.61
H 0.99 -1.73 0.67
H 1.64 -1.29 -0.52
H 1.29 0.80 -1.64
H -0.96 2.05 -0.46
H 0.28 1.02 -1.47
H 1.20 0.49 0.84
H 1.00 0.16 1.00
H 1.09 -1.54 -0.47
H -0.10 0.86 1.53
H 1.27 -1.17 0.07
H 1.59 -0.43 -0.77
H 0.27 1.77 0.30
H -0.62 0.65 0.25
H -0.19 0.73 1.10
H 0.20 0.07 -0.81
H 0.23 0.95 0.25
H -0.74 0.32 1.72
C -0.02 -0.12 -0.31
O -0.36 -0.02 -0.43
N 0.20 0.21 0.73
C 0.18 -0.16 -0.11
C 0.24 -0.03 0.22
H -0.10 0.00 -0.05
H -0.12 0.17 -0.02
H -0.20 0.04 0.04
H 0.11 -0.09 -0.05
H 0.08 0.02 -0.17
H -0.04 -0.17 -0.08
H 0.01 0.07 0.16

Computed properties:
* gap between HOMO and LUMO: 7.21 eV
* net charge: -1
* spin multiplicity: 1
* F_max: 6.47 eV/A
* calculated total energy: -2129.86589 Ha
* relative energy (zero: lowest compared OMol25 entry of this formula, charge and spin): 152.8 kcal per mole

No. 2
The following is a DFT calculation (wB97M-V/def2-TZVPD) of a structure of composition C34H49Cl2N2OP3SW at a distorted geometry.

CARTESIAN COORDINATES (ANGSTROEM)
P (-1.557, -0.846, -2.917)
C (-3.326, -0.882, -2.922)
C (-3.963, -0.137, -3.933)
H (-3.380, 0.489, -4.587)
C (-5.330, -0.332, -4.110)
H (-5.835, 0.173, -4.943)
C (-6.023, -1.176, -3.227)
H (-7.111, -1.333, -3.383)
C (-5.394, -1.822, -2.128)
H (-5.975, -2.452, -1.449)
C (-4.019, -1.651, -1.959)
H (-3.492, -2.124, -1.131)
C (-0.868, 0.601, -3.690)
C (-1.309, 1.888, -3.304)
H (-2.128, 2.008, -2.594)
C (-0.738, 3.017, -3.908)
H (-1.086, 4.023, -3.660)
C (0.270, 2.821, -4.888)
H (0.697, 3.710, -5.398)
C (0.744, 1.549, -5.223)
H (1.516, 1.413, -6.003)
C (0.218, 0.428, -4.584)
H (0.553, -0.571, -4.834)
C (-0.743, -2.403, -3.248)
C (-1.208, -3.015, -4.425)
H (-1.989, -2.528, -4.995)
C (-0.612, -4.192, -4.837)
H (-0.941, -4.646, -5.793)
C (0.389, -4.778, -4.049)
H (0.865, -5.713, -4.392)
C (0.805, -4.205, -2.806)
H (1.576, -4.699, -2.211)
C (0.209, -3.010, -2.396)
H (0.455, -2.585, -1.415)
W (0.381, -0.110, 1.813)
C (2.093, 1.167, 1.183)
C (2.396, 1.318, -0.240)
H (2.684, 1.722, 1.849)
C (1.479, 0.702, -1.141)
O (2.129, -0.296, -1.951)
H (1.465, -0.970, -2.282)
C (0.610, 0.051, -0.171)
H (0.982, 1.403, -1.825)
C (-0.775, -0.297, 0.199)
Cl (0.778, 1.352, 3.699)
Cl (-2.133, -0.106, 2.668)
P (-1.296, 3.078, 1.635)
C (-2.008, 3.423, 3.283)
H (-1.173, 3.662, 3.955)
H (-2.479, 2.476, 3.612)
H (-2.716, 4.235, 3.113)
C (-0.007, 4.305, 1.170)
H (0.391, 4.002, 0.185)
H (0.803, 4.213, 1.916)
H (-0.507, 5.277, 1.167)
C (-2.594, 2.969, 0.348)
H (-3.090, 1.993, 0.498)
H (-2.100, 2.979, -0.634)
H (-3.242, 3.826, 0.538)
P (3.944, 2.034, -0.832)
C (4.662, 2.978, 0.500)
C (3.466, 3.048, -2.241)
H (4.840, 2.314, 1.360)
H (3.979, 3.793, 0.784)
H (5.616, 3.390, 0.132)
H (2.924, 2.442, -2.984)
H (4.383, 3.466, -2.692)
H (2.818, 3.868, -1.892)
C (4.973, 0.654, -1.340)
H (5.199, 0.041, -0.455)
H (5.905, 1.051, -1.776)
H (4.416, 0.047, -2.069)
H (-1.872, -0.768, 0.486)
C (0.669, -4.530, 5.781)
C (1.695, -3.451, 6.034)
N (1.789, -2.447, 4.941)
C (0.698, -2.095, 4.240)
S (1.003, -2.124, 2.458)
N (-0.476, -1.813, 4.789)
C (-0.652, -1.477, 6.224)
C (0.343, -0.473, 6.759)
H (-0.326, -4.129, 5.548)
H (0.587, -5.144, 6.681)
H (0.991, -5.178, 4.955)
H (1.487, -2.886, 6.947)
H (2.701, -3.876, 6.102)
H (2.639, -2.489, 4.367)
H (-1.221, -1.480, 4.148)
H (-1.670, -1.084, 6.310)
H (-0.601, -2.425, 6.772)
H (0.175, 0.515, 6.316)
H (0.196, -0.394, 7.842)
H (1.380, -0.774, 6.566)

Force components x, y, z for each atom (eV/Å):
P 0.15 0.47 1.24
C 0.28 0.32 0.17
C -0.58 -0.98 0.40
H -0.03 0.07 -0.19
C -0.03 0.05 0.22
H 0.09 -0.30 0.52
C -0.50 -0.25 0.25
H 0.91 0.13 0.13
C 0.19 0.63 -0.76
H 0.21 0.32 -0.24
C -0.47 -0.07 -0.66
H -0.07 0.04 -0.28
C 0.70 -0.24 -0.06
C 0.10 0.31 -0.62
H 0.23 -0.13 -0.13
C 0.39 -0.87 -0.41
H 0.15 -0.41 -0.08
C -0.08 0.80 0.16
H -0.37 -0.73 0.39
C 0.23 -0.14 -0.04
H -0.51 0.21 0.60
C -0.86 0.66 0.05
H 0.08 0.02 -0.03
C -0.45 -0.08 0.00
C 0.68 0.16 0.48
H 0.02 -0.15 -0.15
C 0.09 -0.64 -0.40
H 0.37 0.18 0.82
C 0.43 0.03 0.58
H -0.32 0.62 0.25
C -0.68 -0.17 -1.28
H -0.37 0.20 -0.16
C -0.03 -0.07 -0.26
H -0.11 -0.02 -0.45
W -0.26 6.59 -1.20
C 0.18 -0.88 -4.82
C 1.85 1.19 5.48
H 0.91 0.64 1.05
C -0.76 -1.47 -1.77
O -0.64 -1.06 -0.68
H 1.03 1.25 0.54
C -7.93 -2.60 2.27
H -0.23 0.03 0.25
C 1.91 -0.81 -1.06
Cl -0.09 -0.51 0.43
Cl 0.63 -0.61 0.47
P 2.25 -3.28 -0.29
C 0.07 -0.06 -0.97
H -0.44 0.14 -0.16
H 0.09 0.66 -0.14
H -0.14 0.08 0.82
C -0.93 -0.01 0.20
H -0.28 0.33 0.37
H -0.45 0.27 -0.27
H 0.81 0.35 -0.21
C 0.25 0.46 0.81
H 0.01 0.58 -0.05
H -0.27 0.23 0.31
H -0.53 -0.20 -0.75
P -2.09 -0.76 0.37
C 0.45 0.26 -0.15
C 0.64 0.37 -0.17
H 0.00 0.27 -0.32
H 0.26 -0.28 -0.09
H -0.26 -0.04 0.35
H 0.26 0.12 0.31
H -0.47 -0.04 -0.04
H 0.26 -0.29 -0.10
C 0.55 0.23 -0.15
H -0.06 0.23 -0.29
H -0.26 -0.32 0.12
H 0.21 0.29 0.27
H 2.62 1.59 -1.75
C -0.08 -0.37 -0.11
C 0.36 0.71 0.22
N -0.15 -0.62 -0.82
C -0.58 0.15 -0.11
S 0.95 -2.45 1.35
N 1.04 0.34 -0.64
C -0.29 -0.43 -0.12
C 0.17 0.36 0.12
H 0.31 -0.20 0.10
H -0.03 0.02 -0.14
H -0.15 0.13 0.16
H 0.11 -0.34 0.12
H -0.25 0.09 0.18
H -0.68 -0.07 0.39
H 0.39 -0.22 0.16
H 0.20 -0.19 -0.04
H -0.15 0.26 0.08
H 0.10 -0.25 0.07
H 0.06 -0.01 -0.18
H -0.29 0.22 0.14

Computed properties:
* gap between HOMO and LUMO (spin up / spin down): 6.11 / 3.98 eV
* net charge: +2
* spin multiplicity: 3
* F_max: 8.65 eV/A
* calculated total energy: -3918.79436 Ha